{"formula": "C39H95N9O5", "method": "the ωB97M-V functional and the def2-TZVPD basis", "spin_multiplicity": 1, "e_lumo_ev": 0.25, "e_tot_ev": -65627.6394, "gap_ev": 8.284, "elements": ["C", "C", "N", "C", "C", "C", "C", "H", "H", "H", "H", "H", "H", "H", "H", "H", "H", "H", "H", "H", "H", "H", "C", "C", "N", "C", "C", "C", "C", "H", "H", "H", "H", "H", "H", "H", "H", "H", "H", "H", "H", "H", "H", "H", "C", "C", "N", "C", "C", "C", "C", "H", "H", "H", "H", "H", "H", "H", "H", "H", "H", "H", "H", "H", "H", "H", "C", "C", "N", "C", "C", "C", "C", "H", "H", "H", "H", "H", "H", "H", "H", "H", "H", "H", "H", "H", "H", "H", "C", "N", "C", "C", "O", "H", "H", "H", "H", "H", "H", "H", "C", "N", "C", "C", "O", "H", "H", "H", "H", "H", "H", "H", "C", "N", "C", "C", "O", "H", "H", "H", "H", "H", "H", "H", "C", "N", "C", "C", "O", "H", "H", "H", "H", "H", "H", "H", "C", "N", "C", "C", "O", "H", "H", "H", "H", "H", "H", "H"], "coordinates": [[33.033993, -7.414155, 1.162541], [31.783334, -7.755027, 0.380068], [30.763441, -8.522593, 1.162024], [29.627085, -8.841939, 0.279025], [28.804556, -9.978825, 0.773156], [30.302052, -7.922539, 2.428074], [29.461659, -6.677951, 2.254931], [32.717698, -6.832454, 2.028386], [33.750546, -6.882092, 0.536797], [33.556910, -8.327165, 1.447285], [31.296761, -6.819189, 0.105173], [32.072244, -8.241627, -0.551517], [29.164906, -7.878623, 0.063360], [29.975708, -9.177494, -0.697694], [28.201320, -9.812715, 1.665680], [28.067022, -10.402748, 0.091660], [29.430858, -10.811366, 1.093638], [31.127844, -7.727215, 3.112205], [29.701898, -8.665419, 2.953459], [29.371702, -6.041809, 3.135457], [28.439206, -6.930887, 1.974351], [29.869712, -6.004695, 1.501060], [23.697027, -19.190948, -6.749041], [23.134255, -19.979281, -5.586962], [22.001868, -20.820333, -5.967759], [21.081390, -21.069569, -4.822989], [21.611920, -22.224308, -3.872292], [22.278939, -22.011970, -6.804408], [20.955636, -22.485776, -7.504809], [24.625005, -18.665622, -6.523228], [22.929232, -18.485127, -7.065914], [23.846795, -19.825556, -7.622503], [23.900916, -20.685139, -5.267433], [22.943878, -19.305961, -4.751204], [21.020784, -20.118671, -4.293634], [20.112686, -21.264261, -5.283219], [22.661620, -22.072814, -3.620753], [21.113694, -22.214064, -2.902884], [21.587195, -23.142009, -4.459927], [22.784128, -22.800141, -6.246132], [22.922930, -21.701920, -7.627359], [21.097989, -23.101817, -8.392696], [20.343325, -21.658282, -7.863163], [20.253355, -22.990088, -6.841061], [28.128052, -19.950968, 5.372227], [27.115076, -18.944220, 4.912308], [27.700408, -17.913190, 4.056920], [28.684955, -17.015484, 4.702223], [28.168005, -16.210026, 5.911670], [28.260934, -18.414931, 2.769378], [28.489102, -17.320662, 1.679638], [28.984280, -19.508411, 5.881260], [28.507196, -20.506749, 4.514638], [27.853992, -20.716957, 6.097658], [26.276487, -19.501312, 4.494550], [26.680662, -18.374651, 5.733877], [29.531661, -17.670480, 4.907574], [29.196701, -16.353820, 4.003367], [28.071808, -16.853400, 6.786265], [28.947974, -15.504664, 6.198373], [27.291773, -15.572501, 5.793867], [27.713680, -19.290281, 2.419536], [29.251210, -18.803444, 3.007089], [28.745309, -17.774477, 0.722287], [29.286485, -16.632873, 1.961112], [27.575217, -16.765301, 1.468661], [19.460805, -9.647292, -3.730041], [20.601816, -8.672450, -4.069008], [21.925619, -9.386261, -4.150907], [22.346562, -9.738646, -5.514072], [23.294858, -10.937176, -5.362687], [22.947077, -8.679852, -3.406617], [22.718122, -8.668069, -1.885252], [19.600479, -10.112714, -2.754345], [19.416595, -10.432119, -4.485150], [18.495788, -9.140539, -3.736555], [20.411275, -8.204735, -5.034955], [20.707227, -7.836003, -3.378112], [22.762092, -8.889644, -6.056850], [21.559513, -10.102555, -6.174541], [22.868209, -11.690061, -4.699938], [24.296687, -10.628839, -5.063777], [23.428409, -11.373088, -6.352765], [23.941677, -9.046110, -3.660989], [23.074000, -7.623711, -3.644403], [22.623650, -9.713264, -1.590722], [23.581244, -8.236269, -1.378606], [21.882748, -8.036765, -1.582447], [17.420764, -15.165626, 0.815680], [17.139534, -16.459236, 0.232624], [16.750083, -16.351819, -1.140738], [17.265383, -17.617232, 0.895351], [17.046453, -18.730490, 0.328097], [17.471688, -15.197263, 1.904030], [16.617562, -14.452914, 0.628575], [18.373866, -14.811494, 0.422895], [16.552769, -17.262316, -1.706571], [15.891411, -15.716972, -1.359267], [17.548217, -15.984057, -1.785581], [17.627591, -17.545812, 1.932608], [20.159465, -15.997044, 10.555694], [20.539476, -15.931459, 9.137385], [21.710642, -15.230955, 8.630726], [19.689078, -16.520931, 8.239667], [19.935131, -16.609267, 7.018586], [20.974203, -16.409361, 11.150920], [19.318638, -16.645177, 10.802771], [20.029573, -14.977973, 10.920017], [21.595206, -14.178457, 8.889627], [22.651735, -15.651189, 8.985465], [21.877646, -15.215889, 7.553701], [18.891966, -17.099618, 8.731515], [22.548174, -15.380574, -0.287707], [22.734637, -16.099049, 1.042761], [22.636287, -17.569031, 1.046717], [22.994242, -15.365338, 2.155725], [22.733301, -14.175511, 2.253042], [22.951484, -14.368174, -0.265674], [21.521326, -15.330921, -0.649954], [23.132998, -15.914314, -1.036844], [22.653973, -18.039486, 2.029807], [21.741817, -17.939188, 0.545722], [23.437012, -18.064342, 0.497517], [23.315078, -16.035833, 2.967944], [22.482007, -7.904807, 5.227081], [23.555399, -7.951989, 6.210959], [24.091929, -6.637824, 6.643791], [24.182339, -9.141452, 6.477865], [25.084089, -9.315978, 7.304837], [22.127175, -8.923183, 5.068635], [22.823037, -7.331781, 4.364855], [21.670026, -7.345909, 5.692292], [25.014170, -6.785820, 7.205637], [24.330213, -6.034312, 5.767949], [23.483128, -6.040759, 7.322739], [23.867428, -9.943334, 5.792293], [17.758003, -23.806483, 4.648118], [18.143665, -22.893572, 5.719555], [19.353980, -22.113548, 5.580423], [17.355125, -22.733133, 6.822697], [17.551377, -21.963284, 7.748162], [18.540762, -24.555957, 4.531239], [17.605835, -23.250409, 3.723067], [16.886523, -24.415932, 4.887274], [19.592016, -21.579866, 6.500545], [20.185828, -22.788076, 5.377590], [19.365058, -21.432231, 4.729677], [16.518232, -23.445365, 6.755315]], "forces_ev_per_a": [[-0.183, -0.461, -0.062], [-0.863, 0.386, 0.888], [0.960, -0.835, -0.642], [1.074, 0.474, -0.340], [-1.261, -0.983, 1.287], [0.177, -0.130, -0.126], [-0.471, 0.818, -0.079], [0.615, 0.057, 0.075], [-0.216, 0.379, 0.073], [-0.153, -0.036, 0.402], [0.082, 0.456, -0.465], [-0.419, -0.477, 0.148], [-1.033, -0.147, -0.068], [0.621, 0.130, 0.010], [0.009, 0.592, 0.185], [0.226, 0.304, -0.526], [0.377, 0.039, -0.304], [0.262, -0.060, -0.314], [0.031, -0.178, -0.094], [0.157, -0.313, 0.339], [-0.007, 0.053, -0.166], [0.008, -0.072, -0.218], [-0.698, 0.186, -0.550], [1.035, -1.480, -0.563], [-1.169, 0.493, 0.367], [1.477, -0.515, -0.362], [-0.197, 1.293, -0.920], [-1.290, 1.158, -0.553], [-0.064, 0.169, 0.476], [-0.061, -0.053, 0.103], [0.115, 0.319, -0.006], [0.271, -0.089, 0.091], [0.685, 0.124, 0.515], [-0.502, -0.208, -0.027], [-0.171, -0.120, 0.110], [-0.154, -0.339, 0.507], [0.151, 0.293, -0.203], [-0.433, -0.519, -0.290], [-0.411, -0.302, 0.624], [0.008, -0.292, -0.002], [0.250, 0.015, 0.213], [0.398, -0.250, 0.240], [0.460, 0.508, 0.042], [0.298, -0.388, 0.192], [1.165, -0.862, 0.558], [0.221, 0.700, 0.793], [-0.571, 0.791, -2.058], [-0.494, -0.626, 0.010], [1.104, -0.302, 0.167], [0.586, 0.766, 0.716], [-0.750, -0.680, 0.329], [0.142, 0.351, -0.255], [0.144, 0.005, -0.071], [-0.845, 0.061, -0.066], [-0.027, 0.436, -0.737], [-0.013, -0.251, 0.319], [0.427, -0.002, 1.141], [-0.920, 0.230, -0.433], [-0.388, -0.016, -0.001], [0.240, 0.017, -0.041], [-0.219, -0.515, -0.470], [-0.431, 0.310, -0.112], [0.503, -0.314, -0.145], [0.274, -0.214, 0.107], [-0.127, -0.044, -0.062], [-0.048, 0.164, 0.303], [0.322, 0.473, -0.080], [0.788, -0.806, -0.405], [-1.396, 0.835, -0.036], [0.251, -0.923, 0.952], [0.408, 0.492, -1.211], [0.478, 0.761, 0.564], [0.542, -0.561, -0.540], [0.101, 0.030, -0.024], [0.066, -0.062, 0.017], [-0.039, 0.088, 0.026], [-0.152, 0.059, -0.230], [-0.253, -0.212, 0.241], [0.485, 0.196, -0.017], [-0.699, 0.201, 0.578], [0.096, 0.207, 0.042], [-0.079, -0.173, 0.369], [0.062, -0.261, -0.061], [-0.118, -0.593, 0.253], [-0.454, 0.576, -0.742], [-0.336, 0.149, 0.485], [0.183, -0.092, -0.078], [-0.253, -0.391, -0.098], [0.205, 0.016, 0.683], [-0.533, 0.815, 0.199], [0.050, -0.617, -2.102], [-0.500, -3.253, -2.241], [0.605, 2.669, 1.865], [0.258, -0.375, 0.002], [0.046, -0.030, -0.427], [-0.063, 0.382, 0.040], [-0.216, -0.598, 1.057], [-0.092, 0.208, 0.671], [0.481, 0.634, 0.400], [-0.194, 0.148, -0.124], [1.513, 0.713, 0.037], [-1.550, -1.200, -0.967], [0.288, 0.670, 0.423], [2.046, -0.879, -1.931], [-0.991, 0.445, 2.249], [0.297, -0.046, -0.091], [-0.210, 0.292, -0.695], [-0.426, -0.019, 0.197], [0.451, 0.102, 0.338], [-0.107, 0.084, 0.639], [-1.033, -0.558, -0.045], [-0.274, 0.379, -0.189], [0.508, -0.837, 0.900], [-0.167, 0.214, -1.816], [0.394, -0.033, -0.416], [-1.553, -0.019, -0.212], [0.940, -0.570, 0.109], [-0.115, -0.133, 0.520], [-0.151, -0.147, 0.379], [-0.025, -0.217, 0.024], [-0.071, 0.612, 0.245], [-0.359, 0.450, 0.108], [0.406, 0.317, -0.146], [0.179, 0.374, 0.313], [0.233, 0.385, 1.164], [0.420, 0.374, 0.363], [0.561, -0.862, 0.208], [1.523, 0.669, 0.863], [-1.382, 0.390, -1.144], [0.108, 0.203, -0.572], [-0.206, -0.433, -0.420], [-0.256, 0.011, -0.182], [0.052, -0.327, -0.207], [-0.103, -0.013, -0.121], [-0.650, -0.340, -0.193], [-0.298, -0.074, 0.234], [0.618, -0.036, 0.386], [-0.598, 0.302, 0.460], [0.693, -0.403, -0.204], [0.442, 0.063, -0.200], [-0.149, -0.503, -0.571], [0.287, 0.127, -0.347], [-0.049, -0.175, -0.087], [-0.256, 0.518, 0.201], [-0.367, -0.014, -0.112], [0.135, -0.220, 0.094], [-0.487, 0.218, 0.034], [-0.274, 0.145, 0.354]], "lowdin_charge": [-0.093, -0.259, -0.177, -0.283, -0.102, -0.250, -0.098, 0.062, 0.072, 0.076, 0.095, 0.112, 0.104, 0.111, 0.063, 0.072, 0.082, 0.102, 0.104, 0.072, 0.068, 0.067, -0.095, -0.279, -0.213, -0.211, -0.069, -0.221, -0.085, 0.072, 0.073, 0.057, 0.102, 0.113, 0.098, 0.095, 0.059, 0.064, 0.055, 0.099, 0.095, 0.063, 0.071, 0.056, -0.104, -0.262, -0.192, -0.248, -0.077, -0.243, -0.082, 0.066, 0.068, 0.072, 0.112, 0.101, 0.098, 0.096, 0.062, 0.066, 0.076, 0.111, 0.095, 0.064, 0.056, 0.067, -0.082, -0.230, -0.192, -0.255, -0.096, -0.289, -0.083, 0.067, 0.065, 0.064, 0.104, 0.096, 0.111, 0.108, 0.079, 0.058, 0.064, 0.102, 0.106, 0.075, 0.068, 0.062, -0.058, -0.196, -0.073, -0.291, -0.052, 0.089, 0.089, 0.089, 0.088, 0.091, 0.088, 0.137, -0.056, -0.190, -0.049, -0.308, -0.034, 0.081, 0.085, 0.083, 0.087, 0.087, 0.084, 0.129, -0.021, -0.167, -0.067, -0.348, 0.001, 0.080, 0.074, 0.076, 0.082, 0.081, 0.076, 0.132, -0.064, -0.197, -0.040, -0.322, -0.011, 0.086, 0.086, 0.085, 0.081, 0.083, 0.083, 0.131, -0.058, -0.200, -0.051, -0.339, 0.007, 0.084, 0.090, 0.081, 0.088, 0.083, 0.088, 0.126]}